Record 1
Entry from the Open Molecules 2025 dataset: the molecule C20H22ClN3O4 (the ωB97M-V functional and the def2-TZVPD basis).

```
50
Properties=species:S:1:pos:R:3:forces:R:3
C -0.43390 -3.29465 0.97208 0.016 0.039 0.099
C 0.49418 -2.35930 0.29120 0.050 0.262 -0.236
N 1.80587 -2.50595 0.34016 0.084 -0.681 0.517
N 2.33792 -1.52364 -0.38789 -0.524 0.204 -0.339
C 3.76375 -1.37605 -0.48197 0.309 0.002 -0.014
C 4.25440 -0.25036 0.39598 0.102 0.067 -0.127
C 3.80067 -0.16934 1.70816 0.053 0.064 0.002
C 4.20914 0.85292 2.54361 -0.037 -0.049 0.029
C 5.08750 1.81668 2.07638 0.035 0.015 -0.060
C 5.55367 1.75429 0.77590 0.025 0.054 0.001
C 5.13469 0.72666 -0.05503 -0.089 -0.064 0.260
Cl 5.74200 0.68875 -1.68084 0.095 0.045 -0.186
C 1.39362 -0.70519 -0.90467 -0.370 -0.065 0.077
C 1.71538 0.47787 -1.74230 0.080 -0.093 0.043
C 0.17767 -1.22562 -0.49112 0.632 0.077 0.097
N -1.09308 -0.72020 -0.81697 0.427 -0.038 -0.425
C -2.07856 -0.47907 0.07837 -0.544 0.239 -0.272
O -1.97482 -0.67338 1.27101 0.115 0.009 0.217
C -3.33454 0.08271 -0.57300 -0.186 -0.083 0.065
C -4.50340 0.22564 0.41153 -0.122 0.066 -0.081
C -5.68969 -0.61998 0.02220 0.184 -0.138 -0.251
O -5.73789 -1.38574 -0.90200 -0.029 -0.123 -0.119
O -6.72375 -0.42311 0.84902 -0.398 0.210 0.488
C -4.81079 1.74001 0.28894 -0.121 -0.111 0.762
C -3.70865 2.51164 1.03877 -0.198 0.025 -0.036
C -2.53982 2.39045 0.04412 0.028 0.038 -0.238
C -3.19544 1.54861 -1.06668 0.697 -0.068 0.042
O -4.53155 2.00595 -1.07051 -0.258 0.100 -0.413
H 0.13733 -4.07160 1.47106 0.008 -0.105 0.002
H -1.03417 -2.75014 1.69930 -0.021 -0.085 0.019
H -1.11183 -3.74806 0.24969 -0.070 -0.079 -0.005
H 4.19560 -2.32275 -0.14471 -0.079 0.093 -0.154
H 4.04998 -1.20151 -1.52217 -0.051 -0.116 0.158
H 3.11588 -0.92535 2.06285 -0.105 -0.079 0.034
H 3.84367 0.89725 3.55779 -0.037 0.000 0.097
H 5.41251 2.61837 2.72149 0.033 0.077 0.053
H 6.23806 2.49888 0.40016 0.054 0.048 -0.057
H 2.37957 1.15516 -1.20603 0.026 0.112 -0.023
H 2.21266 0.17953 -2.66602 0.010 0.069 -0.077
H 0.80377 1.01443 -1.99344 -0.026 0.068 -0.027
H -1.24198 -0.45689 -1.77988 -0.179 -0.109 0.132
H -3.63510 -0.56419 -1.40336 0.035 0.081 0.091
H -4.20714 -0.04471 1.42815 -0.041 0.020 -0.081
H -7.47754 -0.97266 0.58103 0.277 -0.004 -0.151
H -5.83189 2.01798 0.53767 0.038 0.001 -0.053
H -3.48488 2.06663 2.00457 -0.012 0.004 0.079
H -4.00518 3.54909 1.18382 0.004 -0.007 0.026
H -1.66798 1.90407 0.47465 0.090 0.048 0.019
H -2.24540 3.36347 -0.34718 0.028 -0.027 0.005
H -2.75760 1.66220 -2.05712 -0.038 -0.014 0.012
```
Forces are in eV/Å.

Properties
**HOMO energy**: -8.6395 eV
**Relative energy (zero: lowest compared OMol25 entry of this formula, charge and spin)**: 7.19 kcal per mole
**Lowest unoccupied orbital energy**: 0.0193 Eh
**Total energy**: -46281.12798 eV
**Net charge**: 0
**Structure (SMILES)**: Cc1nn(Cc2ccccc2Cl)c(C)c1NC(=O)[C@H]1[C@H](C(=O)O)[C@H]2CC[C@@H]1O2
**Frontier orbital gap**: 9.163 eV
**2S+1**: 1

Electronic structure analysis, Löwdin charges in units of e:
1 C -0.02
2 C -0.27
3 N 0.13
4 N -0.13
5 C -0.10
6 C -0.23
7 C -0.02
8 C -0.07
9 C -0.08
10 C -0.11
11 C -0.61
12 Cl 0.70
13 C -0.19
14 C 0.01
15 C -0.14
16 N 0.16
17 C -0.44
18 O 0.08
19 C -0.11
20 C -0.11
21 C -0.48
22 O 0.12
23 O 0.12
24 C -0.25
25 C -0.08
26 C -0.09
27 C -0.26
28 O -0.03
29 H 0.08
30 H 0.07
31 H 0.08
32 H 0.14
33 H 0.09
34 H 0.12
35 H 0.11
36 H 0.10
37 H 0.10
38 H 0.08
39 H 0.09
40 H 0.07
41 H 0.15
42 H 0.15
43 H 0.16
44 H 0.14
45 H 0.16
46 H 0.12
47 H 0.11
48 H 0.11
49 H 0.12
50 H 0.15

---

Record 2
Entry from the Open Molecules 2025 dataset: the molecule C20H22ClN3O5S (the ωB97M-V functional and the def2-TZVPD basis).

```
52
Properties=species:S:1:pos:R:3:forces:R:3
C 3.39561 3.40219 -1.09572 -0.160 0.024 -0.262
N 3.15088 2.81329 0.20022 0.119 0.133 -0.016
C 4.30523 2.56880 1.02705 0.167 -0.242 0.174
C 1.98130 2.13056 0.41254 -0.141 0.013 0.074
C 1.78792 1.30072 1.52841 0.178 0.083 0.069
C 0.61503 0.59743 1.70167 -0.285 0.107 -0.143
C -0.42146 0.67267 0.78054 -0.017 0.250 0.176
C -1.64675 -0.19300 0.91884 0.212 0.102 0.222
N -2.00337 -0.85319 -0.33318 -0.297 0.069 -0.065
C -1.11380 -1.53677 -1.09305 0.190 -0.034 0.026
O -1.40891 -2.06275 -2.14917 0.107 -0.134 -0.307
C 0.28022 -1.63397 -0.54143 0.354 -0.459 -0.043
C 0.55775 -2.48488 0.52448 -0.009 0.164 -0.263
C 1.84246 -2.59007 1.01765 0.156 0.092 -0.049
C 2.87572 -1.82692 0.48453 -0.063 0.063 -0.174
Cl 4.42902 -1.97951 1.19761 0.057 -0.276 0.318
C 2.60576 -0.99370 -0.60665 -0.945 -0.734 0.410
N 3.59123 -0.13210 -1.20401 0.519 0.633 -0.362
O 4.66372 0.00716 -0.64974 -0.001 -0.050 -0.253
O 3.27923 0.45437 -2.22495 -0.003 -0.195 -0.161
C 1.31819 -0.93961 -1.13525 0.144 -0.039 -0.028
C -3.38557 -0.81236 -0.78187 0.127 -0.506 -0.181
C -4.29032 -1.61249 0.19422 0.261 -0.324 -0.038
C -5.67637 -1.01263 0.20592 0.381 0.707 -0.009
S -5.24644 0.75051 0.29444 -0.337 0.078 -0.469
O -4.67005 1.02908 1.58235 0.298 -0.251 0.263
O -6.30280 1.60514 -0.16400 -0.157 -0.069 -0.259
C -3.91604 0.61136 -0.93882 -0.579 -0.045 0.503
C -0.25854 1.53094 -0.29935 -0.046 -0.017 0.271
C 0.90771 2.24070 -0.48613 0.017 0.099 -0.096
H 3.30406 2.65912 -1.89825 0.029 0.183 0.047
H 2.69544 4.21771 -1.28711 0.023 0.060 -0.064
H 4.40352 3.80767 -1.12049 -0.021 0.012 0.021
H 4.76628 1.59485 0.80710 -0.027 0.184 0.201
H 4.03651 2.60870 2.08150 0.054 0.035 0.043
H 5.04536 3.34476 0.84238 -0.036 0.011 0.033
H 2.56623 1.17691 2.26243 0.135 -0.006 0.051
H 0.51484 -0.04500 2.56498 0.009 -0.118 0.083
H -1.46464 -0.94070 1.69990 -0.100 0.128 0.034
H -2.50404 0.40988 1.23428 0.081 -0.172 -0.002
H -0.23322 -3.07241 0.96584 -0.096 -0.056 0.084
H 2.05970 -3.25359 1.83937 0.061 -0.046 0.069
H 1.14119 -0.31003 -1.99350 0.007 0.013 0.028
H -3.37780 -1.31156 -1.75785 -0.095 0.194 0.263
H -3.88160 -1.52963 1.20249 0.023 -0.085 -0.009
H -4.29562 -2.66488 -0.09011 0.009 0.020 0.046
H -6.26957 -1.30444 1.06486 -0.112 0.145 0.099
H -6.22767 -1.16641 -0.71630 -0.106 0.012 -0.124
H -4.37579 0.78440 -1.90620 -0.033 0.028 -0.088
H -3.16937 1.37336 -0.74370 -0.047 0.141 0.092
H -1.04098 1.62410 -1.03877 -0.065 -0.004 -0.126
H 0.98401 2.87674 -1.35086 0.058 0.080 -0.111
```
Forces are in eV/Å.

Properties
**HOMO energy**: -7.6794 eV
**Relative energy (zero: lowest compared OMol25 entry of this formula, charge and spin)**: 83.01 kcal per mole
**Lowest unoccupied orbital energy**: -0.0293 Eh
**Total energy**: -59159.59924 eV
**Net charge**: 0
**Structure (SMILES)**: CN(C)c1ccc(CN(C(=O)c2ccc(Cl)c([N+](=O)[O-])c2)[C@H]2CCS(=O)(=O)C2)cc1
**Frontier orbital gap**: 6.882 eV
**2S+1**: 1

Electronic structure analysis, Löwdin charges in units of e:
1 C -0.06
2 N -0.18
3 C -0.06
4 C -0.24
5 C -0.01
6 C -0.04
7 C -0.23
8 C -0.09
9 N -0.01
10 C -0.40
11 O 0.09
12 C -0.12
13 C -0.01
14 C -0.08
15 C -0.57
16 Cl 0.77
17 C -0.15
18 N -0.33
19 O 0.01
20 O 0.07
21 C 0.07
22 C -0.28
23 C -0.16
24 C -0.20
25 S 0.68
26 O -0.31
27 O -0.31
28 C -0.14
29 C -0.04
30 C -0.01
31 H 0.07
32 H 0.09
33 H 0.09
34 H 0.07
35 H 0.08
36 H 0.09
37 H 0.10
38 H 0.12
39 H 0.13
40 H 0.11
41 H 0.13
42 H 0.11
43 H 0.14
44 H 0.15
45 H 0.11
46 H 0.13
47 H 0.11
48 H 0.11
49 H 0.11
50 H 0.10
51 H 0.11
52 H 0.10

---

Record 3
Entry from the Open Molecules 2025 dataset: a structure of composition C20H22ClN5OSm (the ωB97M-V functional and the def2-TZVPD basis).

```
50
Properties=species:S:1:pos:R:3:forces:R:3
Sm 8.26727 8.79619 7.91050 -0.584 -0.422 -0.004
C 10.64078 8.22896 9.89440 1.368 1.918 1.227
C 9.99985 6.95090 9.44287 -0.556 -0.602 0.116
C 8.66946 6.57224 10.07679 -0.610 0.711 -0.961
C 8.55641 5.76740 11.16108 -0.412 -1.029 0.856
C 7.26106 5.41723 11.63839 2.002 -0.249 0.299
C 6.13164 5.87436 11.03432 -0.142 1.211 0.240
C 6.33407 6.79978 10.02032 0.685 -0.385 -0.193
N 7.54188 7.11454 9.52218 0.377 0.089 0.033
N 10.07731 9.53244 9.27214 -0.474 -0.995 0.499
C 11.05872 10.29339 8.50666 -1.083 -0.366 -1.393
C 11.30346 9.63552 7.14718 -0.788 1.560 2.063
C 12.38320 10.02196 6.42208 0.314 -0.199 -0.168
C 12.53352 9.48427 5.18076 1.125 0.022 -0.539
C 11.53988 8.64144 4.70849 0.885 0.292 -1.257
C 10.44150 8.39257 5.44514 -1.196 -2.199 0.591
N 10.33931 8.85549 6.71763 -0.971 -0.726 -1.250
C 9.29670 10.36287 10.24082 1.007 -0.558 1.481
C 8.58904 11.48862 9.54105 -0.336 0.182 -0.362
C 8.70370 12.81962 9.87090 0.448 0.914 0.238
C 8.07313 13.79735 9.10043 -0.051 0.517 -0.197
C 7.27439 13.42713 8.03192 -0.608 0.021 -0.327
C 7.19509 12.08153 7.74355 0.643 -0.955 0.954
N 7.84091 11.11089 8.47336 -0.197 0.898 -0.463
H 11.73025 8.14137 9.69670 -0.620 0.402 -0.490
H 10.68456 8.36032 11.01553 -0.645 -0.258 -1.018
H 10.67209 6.16675 9.72542 0.568 -0.496 0.311
H 10.06250 6.83822 8.34524 -0.442 0.126 0.093
H 9.44645 5.35570 11.64674 -0.367 0.141 -0.147
H 7.22650 4.80476 12.52214 -0.194 -0.246 0.137
H 5.17020 5.72684 11.51099 -0.111 -0.198 -0.489
H 5.54276 7.32014 9.55964 -1.095 0.396 -0.369
H 11.96058 10.27891 9.02611 1.695 0.697 1.001
H 10.65840 11.30962 8.30975 0.520 -0.437 0.347
H 13.08825 10.68299 6.85105 0.713 0.542 0.306
H 13.46978 9.67692 4.63617 -0.701 -0.116 -0.047
H 11.67304 8.20743 3.74470 -0.140 -0.358 -0.541
H 9.71435 7.57770 5.11541 0.741 1.472 0.373
H 9.95381 10.69506 11.09936 -0.654 -0.012 -0.960
H 8.59076 9.65477 10.71772 -0.060 0.404 -0.108
H 9.32570 13.20451 10.67742 -0.053 -0.575 0.032
H 8.22894 14.86853 9.28850 -0.092 -0.586 0.219
H 6.67341 14.14193 7.43924 0.664 -0.425 0.393
H 6.61522 11.71713 6.92394 -0.349 -0.101 -0.447
Cl 6.07583 9.39895 3.89760 0.551 1.207 -1.051
C 5.40972 8.26215 4.98616 0.522 -1.199 0.306
H 5.58751 7.24351 4.53500 -0.626 0.826 0.783
H 4.40644 8.56440 5.27031 -0.151 -0.500 0.121
O 5.91192 8.76054 7.18693 -0.350 0.023 -0.508
N 6.36490 8.40677 6.11945 -0.169 -0.380 0.270
```
Forces are in eV/Å.

Properties
**HOMO energy (alpha / beta)**: -18.7786 / -18.7792 eV
**Lowest unoccupied orbital energy (alpha / beta)**: -0.4052 / -0.4057 Eh
**Total energy**: -60995.03047 eV
**Net charge**: +3
**Frontier orbital gap (alpha / beta)**: 7.751 / 7.739 eV
**2S+1**: 6

Electronic structure analysis, Löwdin charges in units of e:
1 Sm 1.91
2 C -0.11
3 C -0.16
4 C -0.28
5 C 0.04
6 C 0.03
7 C 0.01
8 C -0.08
9 N -0.07
10 N -0.30
11 C -0.09
12 C -0.26
13 C 0.02
14 C 0.04
15 C -0.02
16 C -0.10
17 N -0.08
18 C -0.11
19 C -0.29
20 C 0.03
21 C 0.02
22 C 0.00
23 C -0.07
24 N -0.06
25 H 0.15
26 H 0.17
27 H 0.14
28 H 0.11
29 H 0.15
30 H 0.14
31 H 0.14
32 H 0.10
33 H 0.13
34 H 0.16
35 H 0.14
36 H 0.16
37 H 0.13
38 H 0.15
39 H 0.17
40 H 0.13
41 H 0.14
42 H 0.15
43 H 0.15
44 H 0.11
45 Cl 0.75
46 C -0.55
47 H 0.13
48 H 0.11
49 O -0.09
50 N -0.18

---

Record 4
Entry from the Open Molecules 2025 dataset: a structure of composition C20H22F9MgO11 (the ωB97M-V functional and the def2-TZVPD basis).

```
63
Properties=species:S:1:pos:R:3:forces:R:3
Mg 35.76473 9.40025 -9.43781 1.490 0.665 0.775
C 37.31690 8.52200 -13.13019 -0.355 -1.625 -4.207
C 36.65840 8.46150 -14.46379 0.287 0.144 -2.655
C 35.23879 9.04811 -14.53791 -1.264 -1.039 -3.734
O 34.68276 9.01307 -15.66845 0.736 0.454 2.441
C 34.53847 9.48935 -13.40155 -0.257 -0.108 -2.666
C 35.24581 9.50072 -12.25752 -1.690 1.810 5.787
C 36.62267 8.98009 -12.06944 2.007 0.333 1.592
O 37.26697 9.01243 -10.94672 -2.756 0.626 0.181
O 34.60780 9.98712 -11.21967 2.300 -1.197 -1.222
O 37.00960 8.10079 -15.62323 0.601 0.367 4.096
H 38.27067 8.02619 -13.02577 0.161 0.303 0.199
H 33.52734 9.84013 -13.54633 -0.018 0.078 0.465
C 37.23714 8.62880 -5.38570 0.408 0.074 0.706
C 37.59730 8.92493 -6.82682 -0.290 -0.177 -0.837
O 36.51557 8.89998 -7.67903 -1.117 0.304 -0.731
H 36.86403 7.62330 -5.19109 -0.260 -0.091 -0.381
H 36.53433 9.35160 -4.97132 -0.205 0.030 -0.201
H 38.10909 8.71435 -4.73726 0.322 0.051 -0.034
H 38.32801 8.20925 -7.20360 0.494 -0.344 0.317
H 38.09478 9.89288 -6.88743 0.283 0.447 0.292
C 33.99490 10.87573 -4.81353 0.288 -1.487 0.046
C 33.76690 9.58892 -5.67910 1.605 0.413 1.125
O 32.70729 9.82858 -6.56749 -0.695 0.733 -3.368
C 32.94722 10.03162 -7.88963 2.907 0.032 1.314
O 34.02605 9.99644 -8.47398 -2.516 0.225 1.478
C 31.64632 10.24392 -8.60453 -0.519 1.757 -0.121
F 31.20564 9.06398 -8.90083 -0.333 -2.262 -1.859
F 30.73412 10.71798 -7.79580 -0.864 1.400 0.984
F 31.71926 11.08313 -9.66878 0.307 -1.164 0.655
H 34.92786 10.80330 -4.25458 0.145 -0.360 -0.086
H 33.23867 10.98573 -4.03627 -0.298 0.411 -0.459
H 34.16123 11.72890 -5.47121 -0.579 0.036 0.068
H 33.45271 8.66218 -5.19897 0.074 0.373 0.820
H 34.69710 9.33014 -6.18495 0.008 0.188 -0.533
C 33.00234 5.34656 -6.65076 -0.309 -0.087 0.087
C 33.71900 6.34205 -7.53566 0.988 1.522 2.829
O 33.26546 6.36273 -8.82189 -0.761 -1.571 -4.899
C 33.93629 6.86367 -9.87968 1.205 1.834 4.521
O 34.78139 7.73527 -9.69398 -1.414 -2.674 -1.337
C 33.43756 6.44002 -11.23590 0.531 -0.030 0.188
F 32.75563 5.32043 -11.19577 -0.162 -0.342 -0.261
F 32.61136 7.44250 -11.57705 0.461 -0.305 -1.014
F 34.52046 6.27073 -12.04397 -1.425 0.630 0.247
H 31.91284 5.34978 -6.68359 -0.008 0.078 -0.608
H 33.18575 5.61074 -5.60927 0.496 -0.084 0.001
H 33.38099 4.34381 -6.84878 -0.190 -0.044 0.126
H 34.78923 6.16392 -7.43090 0.170 -0.009 -0.583
H 33.59535 7.36634 -7.18407 -0.025 0.014 0.473
C 39.42917 14.02415 -10.90657 0.699 1.016 0.422
C 38.31167 13.09524 -10.57785 -0.443 -1.827 -1.203
O 37.41502 13.60724 -9.58493 -2.060 -0.569 1.432
C 36.37046 12.82084 -9.09899 3.340 1.010 -1.527
O 36.19446 11.67139 -9.35369 -0.073 -0.332 -0.366
C 35.53924 13.50058 -8.02340 -0.228 0.778 -1.026
F 35.89189 12.90866 -6.88899 -0.350 0.697 0.420
F 35.74503 14.86518 -7.97977 -0.841 -2.268 0.320
F 34.24206 13.17585 -8.31193 0.977 1.045 0.767
H 39.96610 14.39473 -10.03336 -0.427 0.190 0.328
H 39.06566 14.86924 -11.49117 0.122 0.084 0.109
H 40.26194 13.57100 -11.44441 -0.501 -0.498 -0.389
H 38.65440 12.08212 -10.36750 0.112 0.065 0.833
H 37.73378 12.90407 -11.48207 -0.290 0.279 -0.138
```
Forces are in eV/Å.

Properties
**HOMO energy (alpha / beta)**: -7.9909 / -7.9881 eV
**Lowest unoccupied orbital energy (alpha / beta)**: -0.0363 / -0.1141 Eh
**Total energy**: -73521.02645 eV
**Net charge**: 0
**Frontier orbital gap (alpha / beta)**: 7.003 / 4.882 eV
**2S+1**: 2

Electronic structure analysis, Löwdin charges in units of e:
1 Mg 0.67
2 C 0.10
3 C -0.26
4 C -0.29
5 O 0.11
6 C 0.11
7 C -0.28
8 C -0.36
9 O -0.04
10 O -0.01
11 O 0.06
12 H 0.13
13 H 0.16
14 C -0.10
15 C -0.43
16 O -0.35
17 H 0.07
18 H 0.04
19 H 0.07
20 H 0.10
21 H 0.09
22 C -0.02
23 C -0.20
24 O 0.03
25 C -0.27
26 O 0.09
27 C -0.59
28 F 0.22
29 F 0.20
30 F 0.18
31 H 0.07
32 H 0.08
33 H 0.07
34 H 0.13
35 H 0.08
36 C -0.04
37 C -0.23
38 O 0.06
39 C -0.24
40 O 0.10
41 C -0.52
42 F 0.21
43 F 0.19
44 F 0.18
45 H 0.08
46 H 0.08
47 H 0.08
48 H 0.15
49 H 0.11
50 C -0.07
51 C -0.22
52 O 0.04
53 C -0.29
54 O 0.15
55 C -0.47
56 F 0.19
57 F 0.15
58 F 0.15
59 H 0.08
60 H 0.08
61 H 0.09
62 H 0.13
63 H 0.13